Here is an isolated molecule of C4H4N2 from OMol25. Energies are from ωB97M-V/def2-TZVPD.

Molecular weight = 80.1 g/mol
E_LUMO = -0.05 eV
Kohn-Sham gap = 7.21 eV
Highest occupied orbital energy = -7.27 eV
ΔE to the lowest compared entry with this formula, charge and spin = 4.186 eV
Strongest force on any atom = 1.796 eV/A
Total charge = 0

```
10
Properties=species:S:1:pos:R:3:forces:R:3:mulliken_charge:R:1
N -0.1631 1.1910 -0.5704 0.3896 -0.1206 0.2644 -0.354
C 0.4243 -0.1253 -0.0897 -0.4269 -0.8131 -0.2699 -0.721
C -0.2455 -0.6712 0.9977 -0.3055 -0.3782 0.2868 -0.468
C -0.8609 -1.1108 1.9451 0.1609 0.0676 -0.2094 0.324
C 1.1788 -0.7575 -1.0649 0.4684 -0.7326 -0.7464 0.218
N 1.8110 -1.2455 -1.9174 -0.4016 0.4517 0.6123 -0.488
H -0.1428 1.3173 -1.5906 0.2766 -0.0640 0.4331 0.335
H -1.1178 1.3585 -0.2274 0.5074 -0.0628 0.1233 0.331
H 0.5737 1.6728 -0.0633 -0.6961 1.5740 -0.5137 0.407
H -1.4150 -1.5608 2.7327 0.0272 0.0781 0.0195 0.416
```
Forces are in eV/Å.

---

Here is the ion C17H26N3 with charge +1 from OMol25. Energies are from ωB97M-V/def2-TZVPD.

Molecular weight = 272.4 g/mol
E_LUMO = -2.90 eV
Structure (SMILES) = CCCCCCCN1C2=NCCC[N@H+]2c2ccccc21
Kohn-Sham gap = 8.93 eV
Highest occupied orbital energy = -11.82 eV
ΔE to the lowest compared entry with this formula, charge and spin = 0.378 eV
Strongest force on any atom = 0.984 eV/A
Total charge = +1

```
46
Properties=species:S:1:pos:R:3:forces:R:3:mulliken_charge:R:1
C -4.9924 -1.4829 0.7372 -0.0968 0.2207 0.0816 -1.133
C -5.0595 0.0294 0.5481 0.0435 -0.1524 -0.1881 -0.562
C -4.1771 0.5438 -0.5983 -0.0044 0.2181 0.1672 -0.782
C -2.8455 1.1506 -0.1480 -0.0185 -0.1755 0.0380 -0.589
C -1.9020 0.1902 0.5791 -0.0631 -0.0019 -0.1961 -0.594
C -1.3555 -0.9363 -0.3002 0.0520 0.2295 0.0624 -0.555
C -0.2858 -0.4757 -1.2911 -0.4766 -0.3578 -0.0397 -1.410
N 0.9308 -0.0766 -0.6106 -0.0997 0.4303 0.2334 0.342
C 1.8565 -0.9859 -0.2341 0.3822 -0.6451 0.1027 0.263
N 1.9202 -2.1952 -0.5019 -0.6089 0.3106 -0.1309 -0.479
C 3.0662 -3.0075 -0.2251 0.4354 -0.3376 0.1200 -0.656
C 4.2432 -2.2719 0.4430 -0.2618 0.0167 -0.1297 -0.625
C 4.2572 -0.7937 0.0597 0.8429 -0.4601 -0.2158 -0.402
N 2.9673 -0.2263 0.5135 -0.5572 -0.1554 0.0408 0.366
C 2.6263 1.1662 0.2706 -0.4334 0.7290 -0.2866 0.413
C 3.3231 2.2978 0.6232 -0.0434 -0.1888 -0.0361 -0.721
C 2.7443 3.5219 0.3112 0.0515 0.0436 0.0405 -0.687
C 1.5067 3.5815 -0.3122 0.1146 -0.0389 0.0530 -0.809
C 0.8040 2.4360 -0.6561 -0.0041 -0.2835 0.0205 -0.549
C 1.3784 1.2111 -0.3608 0.5350 0.3515 0.2133 0.465
H -3.9855 -1.8176 0.9737 0.1284 -0.0983 0.0234 0.221
H -5.3173 -1.9911 -0.1681 -0.0093 -0.0945 -0.0810 0.326
H -5.6499 -1.7869 1.5481 -0.0196 -0.1320 0.0678 0.364
H -4.7807 0.5295 1.4777 -0.0495 0.0815 0.0589 0.330
H -6.0976 0.2942 0.3418 0.0049 0.0621 0.0774 0.380
H -4.0007 -0.2639 -1.3105 -0.0443 -0.0241 -0.1227 0.362
H -4.7144 1.3269 -1.1365 0.0188 -0.0553 -0.0920 0.394
H -3.0585 1.9857 0.5231 0.0177 0.0850 -0.0553 0.360
H -2.3475 1.5645 -1.0285 0.0630 0.1314 -0.0340 0.179
H -1.0681 0.7634 0.9959 0.0119 -0.0315 0.1221 0.427
H -2.4367 -0.2497 1.4201 0.0517 0.0062 0.1233 0.394
H -2.1696 -1.3852 -0.8667 -0.0134 -0.1385 -0.0352 0.493
H -0.9225 -1.7184 0.3271 -0.0255 -0.0932 -0.0580 0.427
H -0.6369 0.3681 -1.8837 0.0954 -0.0143 -0.0559 0.484
H -0.0263 -1.3005 -1.9591 0.0000 0.1596 -0.0413 0.401
H 3.3656 -3.4188 -1.1941 0.0870 -0.0503 0.1481 0.362
H 2.7390 -3.8509 0.3875 0.1440 0.0084 -0.0713 0.344
H 5.1801 -2.7348 0.1378 0.0384 0.0544 0.0697 0.375
H 4.1744 -2.3571 1.5304 0.0710 0.0135 0.0416 0.299
H 5.0865 -0.2651 0.5331 -0.1931 0.0683 -0.0157 0.375
H 4.3218 -0.6619 -1.0231 -0.0825 0.1257 0.1139 0.350
H 2.8781 -0.4329 1.5158 -0.0909 0.0118 -0.1415 0.403
H 4.2802 2.2446 1.1169 0.1374 0.0058 0.0725 0.449
H 3.2635 4.4316 0.5631 0.0536 0.0921 0.0298 0.417
H 1.0756 4.5440 -0.5365 -0.0448 0.0994 -0.0273 0.437
H -0.1589 2.5060 -1.1326 -0.1395 -0.0265 -0.0673 0.352
```
Forces are in eV/Å.